# 1
C17H58BrN20O15PSi | ωB97M-V/def2-TZVPD

Geometry as XYZ:
```
113
Properties=species:S:1:pos:R:3:lowdin_charge:R:1
C 2.0576 -2.0429 -2.4107 -0.070
C 1.1070 -1.5803 -3.5081 -0.259
O 0.1704 -0.6161 -3.0390 -0.175
C 0.7909 0.5999 -2.6465 -0.178
C -0.2438 1.7132 -2.5151 -0.158
O -0.5778 2.0340 -1.1621 -0.141
C -1.8459 1.5722 -0.7356 -0.174
C -2.0150 0.0750 -0.8392 -0.218
O -2.4873 -0.3786 -2.0943 -0.192
C -2.5967 -1.7927 -2.0105 -0.340
Si -3.7685 -2.4579 -3.3012 0.369
O -5.2915 -1.8938 -2.8950 -0.242
P -3.7586 -4.7236 -3.3998 0.352
O -3.7138 -5.1493 -1.8244 -0.449
Br -1.6339 -4.8126 -4.1053 0.218
H 2.7827 -1.2382 -2.2429 0.041
H 2.5814 -2.9605 -2.6887 0.079
H 1.5021 -2.1690 -1.4759 0.063
H 0.5115 -2.4049 -3.9144 0.081
H 1.6839 -1.1390 -4.3365 0.116
H 1.3056 0.4860 -1.6811 0.115
H 1.5640 0.8783 -3.3780 0.124
H 0.1748 2.6297 -2.9452 0.123
H -1.1426 1.4545 -3.0849 0.127
H -2.6541 2.1204 -1.2428 0.134
H -1.9198 1.7986 0.3344 0.110
H -2.7315 -0.2601 -0.0695 0.133
H -1.0391 -0.3828 -0.6025 0.114
H -1.6009 -2.2585 -2.0781 0.085
H -3.0227 -2.0610 -1.0302 0.062
H -3.4116 -1.9389 -4.6408 -0.005
H -5.1844 -0.9533 -2.7110 0.045
H -3.2689 -4.5047 -1.2470 -0.008
N 6.0436 1.8627 -1.6434 0.163
C 4.9407 1.1130 -1.3438 -0.662
N 4.4662 1.2243 -0.0698 0.170
O 4.4035 0.3947 -2.1844 -0.003
H 6.4896 2.4521 -0.9657 0.062
H 6.4150 1.8101 -2.5793 0.049
H 3.6711 0.6493 0.2020 0.057
H 4.8934 1.8336 0.6064 0.057
N 1.5045 -1.5979 2.4848 0.143
C 1.6329 -0.5614 1.6092 -0.666
N 1.0093 0.5898 1.9788 0.193
O 2.2573 -0.6567 0.5564 0.009
H 1.0039 -1.5024 3.3618 0.051
H 1.9662 -2.4547 2.2399 0.117
H 1.0444 1.3629 1.3378 0.107
H 0.4715 0.6635 2.8241 0.097
N -1.0358 -2.3360 0.9956 0.195
C -1.8580 -3.4021 1.2113 -0.649
N -1.5790 -4.1661 2.2991 0.173
O -2.8129 -3.6458 0.4769 -0.003
H -0.2408 -2.1128 1.5711 0.057
H -1.2082 -1.7674 0.1830 0.048
H -2.1757 -4.9534 2.4741 0.117
H -0.8119 -3.9828 2.9188 0.101
N -8.4138 -2.2209 -0.4627 0.134
C -8.8058 -3.4145 -1.0363 -0.685
N -7.8529 -3.9554 -1.8383 0.169
O -9.8937 -3.9113 -0.8155 0.026
H -7.5316 -1.7863 -0.6624 0.085
H -9.0733 -1.7550 0.1326 0.097
H -8.0482 -4.8225 -2.3021 0.109
H -6.9648 -3.5055 -1.9755 0.066
N -6.9225 -2.2797 2.5699 0.152
C -7.7217 -2.3701 3.6763 -0.690
N -8.9588 -2.9039 3.4480 0.155
O -7.3529 -1.9997 4.7780 0.012
H -7.2097 -2.5857 1.6565 0.062
H -5.9998 -1.9134 2.6993 0.087
H -9.5725 -2.9903 4.2358 0.103
H -9.2629 -3.2338 2.5497 0.090
N -2.0847 -0.8714 5.9661 0.171
C -1.5139 -1.3404 4.8276 -0.654
N -2.3513 -1.6365 3.8079 0.189
O -0.2939 -1.4847 4.7260 -0.018
H -3.0727 -0.7320 6.0655 0.104
H -1.4758 -0.6451 6.7295 0.107
H -1.9394 -1.9492 2.9457 0.049
H -3.3440 -1.5048 3.8514 0.105
N 8.2319 2.8140 3.1193 0.174
C 7.0006 2.2452 3.0119 -0.655
N 6.8204 1.0596 3.6563 0.161
O 6.0976 2.7712 2.3649 -0.011
H 8.9805 2.3932 3.6356 0.099
H 8.4041 3.6943 2.6502 0.075
H 5.9230 0.6201 3.5698 0.105
H 7.5407 0.6062 4.1846 0.096
N 7.0032 4.6878 0.2286 0.164
C 8.0578 5.5346 0.3352 -0.671
N 8.1167 6.5524 -0.5736 0.151
O 8.9072 5.3869 1.2077 0.004
H 6.2636 4.7745 -0.4442 0.100
H 6.9304 3.9688 0.9351 0.052
H 8.8909 7.1851 -0.5056 0.101
H 7.4345 6.6824 -1.2954 0.093
N 7.4231 2.7018 -6.5741 0.151
C 6.5399 2.3438 -5.5954 -0.664
N 5.2847 2.0107 -6.0095 0.162
O 6.8495 2.3163 -4.4161 0.017
H 7.1879 2.7245 -7.5474 0.092
H 8.3527 2.9423 -6.2864 0.102
H 4.6372 1.7187 -5.2983 0.106
H 4.9981 2.0118 -6.9693 0.093
N -2.7596 4.1370 3.1440 0.156
C -3.4021 2.9847 2.7966 -0.689
N -4.6786 3.1460 2.3314 0.152
O -2.8857 1.8816 2.8789 0.001
H -3.1743 5.0454 3.0646 0.094
H -1.8215 4.0557 3.4883 0.103
H -5.1808 2.3182 2.0729 0.100
H -5.1274 4.0377 2.2439 0.093
```

Calculated values
Energy, Ha: -6111.6423
Gap between HOMO and LUMO, eV: 8.60
HOMO energy, eV: -8.629
Net charge: 0
Lowest unoccupied orbital energy, eV: -0.03
Largest force on an atom, eV Å⁻¹: 0.75
SMILES: CCOCCOCCOC[Si@H](O)P(O)Br.NC(N)=O.NC(N)=O.NC(N)=O.NC(N)=O.NC(N)=O.NC(N)=O.NC(N)=O.NC(N)=O.NC(N)=O.NC(N)=O

=====

# 2
C6H9N2 | ωB97M-V/def2-TZVPD

Geometry as XYZ:
```
17
Properties=species:S:1:pos:R:3:lowdin_charge:R:1
C -2.5932 -1.3817 -0.5970 0.097
C -0.5458 2.5427 0.9119 0.141
C 1.6616 -1.4160 -1.2892 -0.031
C -2.2359 -0.2950 -1.0002 0.015
C 1.5425 -0.3220 0.8936 -0.194
C -0.2056 1.2977 0.8648 0.010
N 2.0937 -1.0620 -0.1986 -0.010
N 0.1662 0.0449 0.7895 0.107
H -2.9027 -2.1869 -0.0928 0.006
H 2.1032 0.6355 1.0135 0.155
H -0.7977 2.9438 1.8683 0.095
H -0.3700 3.3282 0.0640 0.161
H 2.2889 -1.9306 -2.1507 0.137
H 0.6582 -1.0817 -1.5434 0.054
H -1.9925 0.3685 -1.7137 0.012
H 1.6284 -0.9312 1.8397 0.162
H -0.4993 -0.5540 0.3402 0.082
```

Calculated values
Energy, Ha: -343.0693
Gap between HOMO and LUMO, eV: 8.75
HOMO energy, eV: -13.570
Net charge: +1
Relative energy (zero: lowest compared OMol25 entry of this formula, charge and spin), kJ/mol: 661.96
Lowest unoccupied orbital energy, eV: -4.82
Largest force on an atom, eV Å⁻¹: 5.49

=====

# 3
C4H6O2 | ωB97M-V/def2-TZVPD

Geometry as XYZ:
```
12
Properties=species:S:1:pos:R:3:lowdin_charge:R:1
O 2.3522 0.8194 0.4094 -0.063
C 0.1213 -0.6737 -0.5461 -0.042
C -1.3155 -0.7652 -0.3572 -0.115
C -0.5966 -0.2684 0.8297 -0.151
O -0.6999 1.1311 0.4830 -0.058
C -0.7328 0.5203 -0.8275 -0.193
H 1.5170 1.3067 0.4556 0.017
H 0.8305 -1.2779 -1.1207 0.140
H -2.0983 -1.4473 -0.5772 0.128
H -0.7224 -0.6233 1.8617 0.154
H 2.1974 0.2039 1.1350 0.034
H -0.8530 1.0744 -1.7458 0.150
```

Calculated values
Energy, Ha: -306.3200
Gap between HOMO and LUMO, eV: 10.74
HOMO energy, eV: -9.757
Net charge: 0
Relative energy (zero: lowest compared OMol25 entry of this formula, charge and spin), kJ/mol: 489.23
Lowest unoccupied orbital energy, eV: 0.98
Largest force on an atom, eV Å⁻¹: 0.91

=====

# 4
C40H35As2BCoF4N5 | ωB97M-V/def2-TZVPD

Geometry as XYZ:
```
88
Properties=species:S:1:pos:R:3:lowdin_charge:R:1
Co -0.8337 -0.4672 -0.1267 0.263
N -0.0823 0.3676 -4.1014 0.177
C -0.4689 0.4739 -2.8423 -0.083
N -0.1727 -0.4312 -1.9398 0.019
C 0.3773 -1.6511 -2.3284 -0.255
N 0.2917 -2.6637 -1.5201 0.148
N -0.4705 -2.3116 -0.4359 -0.108
C -0.8904 -3.1776 0.3994 0.000
C -1.7830 -2.6324 1.4096 -0.220
C -2.5163 -3.4144 2.2735 0.029
C -3.5227 -2.8145 3.0267 0.004
C -3.7687 -1.4697 2.8486 0.014
C -2.9611 -0.7357 1.9860 -0.098
N -1.9544 -1.2844 1.3139 0.054
C 0.9589 -1.7436 -3.6480 -0.088
C 1.7137 -2.8429 -4.0669 0.013
C 2.2061 -2.8808 -5.3523 -0.031
C 1.9382 -1.8356 -6.2403 -0.024
C 1.1833 -0.7480 -5.8490 0.012
C 0.7002 -0.7063 -4.5474 -0.156
H -0.3825 1.0725 -4.7607 0.182
H -1.0645 1.3339 -2.5561 0.137
H -0.6571 -4.2315 0.2978 0.160
H -2.3358 -4.4796 2.3191 0.134
H -4.1241 -3.4044 3.7047 0.130
H -4.5746 -0.9658 3.3624 0.133
H -3.1494 0.3124 1.8230 0.098
H 1.8950 -3.6521 -3.3732 0.124
H 2.7929 -3.7264 -5.6825 0.122
H 2.3200 -1.8800 -7.2511 0.125
H 0.9654 0.0552 -6.5416 0.128
C 1.0963 2.2218 1.1942 -0.362
C 1.6273 1.0112 1.9534 -0.356
As 1.3813 -0.4980 0.7343 1.363
C 1.7562 -2.1102 1.7044 -0.379
C 2.4563 -3.1614 1.1245 -0.111
C 2.6305 -4.3406 1.8352 -0.049
C 2.1045 -4.4686 3.1138 -0.048
C 1.4038 -3.4169 3.6912 -0.057
C 1.2251 -2.2363 2.9861 -0.107
C 2.9071 -0.1711 -0.4157 -0.335
C 4.1301 -0.5034 0.1723 -0.106
C 5.3170 -0.2499 -0.4955 -0.044
C 5.2956 0.3401 -1.7520 -0.045
C 4.0852 0.6878 -2.3304 -0.054
C 2.8926 0.4350 -1.6660 -0.105
As -0.7799 1.8045 0.7802 1.362
C -1.3961 3.1668 -0.4222 -0.371
C -2.6986 3.6480 -0.4131 -0.105
C -3.0862 4.5873 -1.3572 -0.035
C -2.1831 5.0421 -2.3060 -0.045
C -0.8795 4.5629 -2.3147 -0.067
C -0.4841 3.6246 -1.3738 -0.134
C -1.4996 2.1516 2.5459 -0.351
C -1.4539 1.1925 3.5562 -0.147
C -1.8251 1.5238 4.8499 -0.053
C -2.2430 2.8146 5.1443 -0.046
C -2.2754 3.7760 4.1458 -0.044
C -1.8992 3.4504 2.8499 -0.081
H 1.6547 2.3938 0.2730 0.059
H 1.1222 3.1332 1.7902 0.099
H 1.0748 0.8354 2.8744 0.055
H 2.6870 1.0925 2.1922 0.095
H 2.8635 -3.0679 0.1251 0.107
H 3.1816 -5.1588 1.3916 0.118
H 2.2489 -5.3871 3.6667 0.119
H 1.0070 -3.5127 4.6932 0.117
H 0.6824 -1.4186 3.4477 0.093
H 4.1644 -0.9684 1.1507 0.108
H 6.2586 -0.5134 -0.0333 0.121
H 6.2228 0.5372 -2.2727 0.120
H 4.0662 1.1656 -3.3011 0.115
H 1.9669 0.7474 -2.1227 0.077
H -3.4233 3.2804 0.2990 0.107
H -4.1027 4.9559 -1.3558 0.124
H -2.4927 5.7764 -3.0373 0.118
H -0.1686 4.9345 -3.0412 0.112
H 0.5452 3.2774 -1.3736 0.090
H -1.1359 0.1792 3.3442 0.076
H -1.7884 0.7739 5.6292 0.116
H -2.5377 3.0707 6.1529 0.119
H -2.5892 4.7857 4.3734 0.120
H -1.9122 4.2175 2.0871 0.104
F -2.5060 -0.1798 -1.0799 -0.050
B -3.8736 0.5420 -1.2327 -1.180
F -4.0291 1.2228 -0.0354 0.131
F -3.6452 1.3758 -2.3043 0.167
F -4.7770 -0.4405 -1.4367 0.210
```

Calculated values
Energy, Ha: -8097.4397
Gap between HOMO and LUMO (spin up / spin down), eV: 7.54 / 7.54
HOMO energy (spin up / spin down), eV: -13.979 / -13.979
Net charge: +2
Lowest unoccupied orbital energy (spin up / spin down), eV: -6.44 / -6.43
Largest force on an atom, eV Å⁻¹: 0.55

=====

# 5
C5H11MgO2 | ωB97M-V/def2-TZVPD

Geometry as XYZ:
```
19
Properties=species:S:1:pos:R:3:lowdin_charge:R:1
C 0.4111 2.1092 -0.5849 -0.181
C -0.2887 2.3270 -1.9184 -0.166
H -0.3090 1.5729 0.1819 0.068
H 0.5808 3.0561 -0.0547 0.067
H -0.6237 1.3775 -2.3573 0.060
H 0.3845 2.8166 -2.6381 0.074
H -1.1711 2.9711 -1.8073 0.071
O -0.1946 -2.7641 2.3275 -0.307
C -0.5768 -1.4702 2.2513 -0.334
C -0.4627 -0.6788 0.9997 -0.016
O 0.3446 -0.8262 0.0279 -0.071
C 0.8436 -2.1323 -0.5277 -0.123
Mg 0.7204 -3.6547 0.9589 1.175
H -0.0436 -0.8007 2.9712 0.172
H -1.6463 -1.3014 2.5295 0.153
H -1.4035 -0.1987 0.6946 0.169
H 1.8223 -1.8339 -0.9233 0.056
H 0.1907 -2.2723 -1.4018 0.062
H 1.4219 1.7030 -0.7291 0.070
```

Calculated values
Energy, Ha: -547.3118
Gap between HOMO and LUMO, eV: 8.24
HOMO energy, eV: -13.665
Net charge: +1
Relative energy (zero: lowest compared OMol25 entry of this formula, charge and spin), kJ/mol: 0.00
Lowest unoccupied orbital energy, eV: -5.42
Largest force on an atom, eV Å⁻¹: 2.99